Computed, not measured: a 10-piece molecular cluster, C40H80O20 overall in a non-equilibrium geometry, with ωB97M-V/def2-TZVPD.

Geometry as XYZ:
```
140
C40H80O20 ωB97M-V/def2-TZVPD
O 17.475 19.150 19.292
C 17.742 20.233 18.881
O 17.450 20.656 17.618
C 16.715 19.716 16.842
C 16.503 20.304 15.460
C 18.268 21.392 19.586
H 15.756 19.574 17.235
H 17.214 18.723 16.837
H 17.442 20.571 14.940
H 15.892 21.237 15.489
H 16.024 19.571 14.791
H 17.362 21.906 20.001
H 18.802 22.155 18.950
H 18.948 21.078 20.388
O 10.856 19.492 17.856
C 11.554 18.724 17.265
O 11.117 17.526 16.856
C 9.742 17.275 17.073
C 9.564 15.835 16.644
C 12.980 18.946 17.044
H 9.103 17.936 16.518
H 9.558 17.301 18.112
H 8.520 15.523 16.766
H 10.235 15.224 17.223
H 9.891 15.670 15.614
H 13.489 18.361 16.261
H 13.474 18.593 17.959
H 13.174 19.995 16.857
O 19.779 13.615 10.451
C 19.788 14.448 11.333
O 18.785 15.391 11.451
C 18.120 15.606 10.165
C 16.997 16.601 10.332
C 20.668 14.538 12.504
H 17.614 14.648 9.904
H 18.940 15.839 9.479
H 16.429 16.826 9.458
H 17.393 17.576 10.648
H 16.278 16.256 11.081
H 21.395 15.324 12.356
H 21.201 13.603 12.656
H 20.247 14.878 13.477
O 16.539 21.413 12.214
C 17.602 21.823 11.898
O 17.931 22.005 10.644
C 16.913 21.784 9.618
C 16.464 20.331 9.410
C 18.758 22.186 12.728
H 17.364 22.218 8.739
H 16.113 22.469 9.846
H 15.901 20.236 8.477
H 15.873 19.908 10.242
H 17.315 19.584 9.426
H 19.647 21.620 12.494
H 18.706 22.047 13.781
H 19.055 23.235 12.600
O 24.597 21.306 11.133
C 23.456 21.745 11.307
O 23.011 22.823 10.658
C 23.781 23.391 9.584
C 23.327 22.823 8.291
C 22.491 21.358 12.427
H 24.826 23.196 9.740
H 23.688 24.448 9.696
H 22.286 22.999 8.055
H 23.456 21.749 8.331
H 23.866 23.230 7.396
H 23.013 21.641 13.375
H 22.424 20.276 12.367
H 21.520 21.793 12.368
O 16.637 14.334 16.720
C 17.771 14.217 17.116
O 18.140 14.384 18.405
C 17.147 14.677 19.400
C 16.782 16.089 19.450
C 18.927 13.710 16.362
H 17.624 14.320 20.357
H 16.291 14.010 19.253
H 15.950 16.344 20.117
H 16.421 16.516 18.503
H 17.598 16.760 19.731
H 18.852 12.615 16.261
H 19.764 13.871 17.033
H 19.051 14.254 15.464
O 18.610 16.772 15.092
C 17.797 17.107 14.294
O 18.056 17.989 13.304
C 19.384 18.573 13.294
C 19.797 18.672 11.861
C 16.357 16.511 14.151
H 20.011 17.873 13.823
H 19.392 19.526 13.864
H 19.859 17.701 11.351
H 20.765 19.140 11.791
H 19.029 19.281 11.378
H 15.865 16.984 13.315
H 15.817 16.638 15.123
H 16.428 15.457 13.960
O 20.752 20.920 15.408
C 20.696 20.876 16.672
O 20.400 21.997 17.360
C 20.086 23.106 16.418
C 20.079 24.328 17.204
C 20.827 19.661 17.476
H 19.150 22.837 15.953
H 20.883 23.116 15.726
H 19.888 25.235 16.642
H 21.079 24.475 17.581
H 19.449 24.331 18.077
H 21.388 19.801 18.420
H 21.286 18.884 16.880
H 19.814 19.289 17.677
O 15.012 10.969 8.159
C 15.534 10.289 9.016
O 16.161 10.800 10.090
C 16.181 12.224 10.099
C 16.645 12.693 11.447
C 15.609 8.807 9.116
H 15.220 12.630 9.722
H 16.976 12.561 9.396
H 16.644 13.800 11.455
H 17.654 12.414 11.733
H 15.948 12.324 12.229
H 15.072 8.536 10.026
H 16.607 8.446 9.270
H 15.204 8.413 8.181
O 21.560 16.936 9.702
C 22.353 17.867 9.587
O 21.964 19.079 9.173
C 20.589 19.155 8.687
C 20.332 20.653 8.604
C 23.798 17.951 9.981
H 19.970 18.721 9.458
H 20.565 18.715 7.714
H 20.855 21.068 7.730
H 20.833 21.135 9.455
H 19.308 20.943 8.512
H 24.441 17.631 9.157
H 24.055 17.222 10.694
H 24.207 18.929 10.289
```

Properties
total energy = -83728.82873 eV
LUMO = 0.017 Ha
ΔE to the lowest compared entry with this formula, charge and spin = 0.886 eV
SMILES = CCOC(C)=O.CCOC(C)=O.CCOC(C)=O.CCOC(C)=O.CCOC(C)=O.CCOC(C)=O.CCOC(C)=O.CCOC(C)=O.CCOC(C)=O.CCOC(C)=O
gap between HOMO and LUMO = 10.5 eV
largest force on an atom = 4.10 eV Å⁻¹



Computed, not measured: a 10-piece molecular cluster, C40H80O25 overall in a non-equilibrium geometry, with ωB97M-V/def2-TZVPD.

Geometry as XYZ:
```
145
C40H80O25 ωB97M-V/def2-TZVPD
O 4.420 3.571 3.629
C 3.598 3.718 2.769
O 2.892 4.804 2.608
C 3.356 5.987 3.292
C 4.768 6.313 2.924
C 3.177 2.592 1.785
H 3.157 5.937 4.371
H 2.763 6.785 2.778
H 5.560 5.612 3.288
H 5.146 7.289 3.275
H 4.942 6.425 1.831
H 3.304 1.645 2.314
H 3.905 2.595 0.938
H 2.213 2.619 1.350
O 3.807 2.037 -1.051
C 4.160 1.723 -2.144
O 4.414 2.588 -3.139
C 4.594 4.071 -3.000
C 5.559 4.507 -4.078
C 4.442 0.300 -2.570
H 4.929 4.233 -1.967
H 3.656 4.500 -3.276
H 6.542 4.167 -3.875
H 5.578 5.584 -4.247
H 5.199 4.062 -5.011
H 3.747 -0.402 -1.980
H 5.472 0.117 -2.218
H 4.398 0.167 -3.618
O -1.574 -1.841 -6.642
C -2.681 -1.758 -6.074
O -2.835 -1.803 -4.769
C -1.693 -2.108 -3.960
C -1.371 -3.559 -3.872
C -3.919 -1.526 -6.891
H -1.928 -1.674 -3.015
H -0.838 -1.561 -4.284
H -0.670 -3.798 -3.000
H -0.964 -4.054 -4.815
H -2.238 -4.167 -3.629
H -3.562 -1.793 -7.882
H -4.102 -0.487 -7.009
H -4.825 -2.022 -6.547
O 0.343 -1.404 6.642
C 1.155 -1.976 5.929
O 2.458 -1.610 5.795
C 2.947 -0.472 6.512
C 3.350 0.669 5.630
C 0.981 -3.408 5.270
H 3.718 -0.836 7.093
H 2.114 -0.263 7.232
H 3.642 1.535 6.210
H 2.549 0.890 4.919
H 4.201 0.492 4.976
H 1.958 -3.907 5.230
H 0.603 -3.242 4.267
H 0.234 -3.990 5.828
O -4.052 -4.294 0.551
C -5.197 -3.932 0.616
O -5.574 -2.655 0.563
C -4.548 -1.693 0.796
C -3.646 -1.536 -0.405
C -6.335 -4.876 0.650
H -4.019 -2.053 1.686
H -5.039 -0.716 0.986
H -4.185 -1.910 -1.277
H -2.676 -2.095 -0.267
H -3.327 -0.512 -0.672
H -6.653 -5.173 -0.379
H -7.234 -4.369 1.081
H -6.150 -5.824 1.142
C -1.815 -5.842 2.012
C -1.267 -4.447 1.978
O 0.207 -4.451 1.829
C 0.655 -4.527 0.632
O -0.047 -4.455 -0.377
O 2.018 -4.632 0.482
C 2.372 -4.743 -0.898
H -1.464 -6.567 2.730
H -1.562 -6.330 1.066
H -2.894 -5.813 2.080
H -1.516 -3.908 2.939
H -1.753 -3.850 1.203
H 3.449 -4.864 -0.898
H 2.057 -3.820 -1.339
H 1.862 -5.595 -1.349
C -0.054 0.573 -0.555
C 0.303 -0.968 -0.728
O 1.716 -1.210 -0.649
C 2.184 -1.381 0.614
O 1.519 -1.355 1.604
O 3.497 -1.486 0.596
C 4.160 -1.595 1.868
H 0.589 1.220 -1.190
H 0.045 0.821 0.492
H -1.123 0.627 -0.759
H -0.044 -1.413 -1.689
H -0.152 -1.528 0.084
H 5.255 -1.736 1.714
H 3.765 -2.409 2.428
H 3.984 -0.662 2.401
C 0.765 1.696 -6.666
C 1.934 1.878 -5.713
O 1.466 2.036 -4.404
C 1.143 3.269 -3.961
O 1.574 4.334 -4.477
O 0.392 3.139 -2.891
C 0.030 4.392 -2.183
H 0.350 0.711 -6.654
H 1.181 1.867 -7.678
H 0.030 2.445 -6.559
H 2.545 2.676 -6.146
H 2.604 1.013 -5.712
H 0.361 4.265 -1.150
H -0.998 4.548 -2.318
H 0.529 5.320 -2.606
C -5.126 2.429 0.821
C -5.221 2.958 -0.592
O -4.825 1.990 -1.622
C -3.571 2.171 -2.102
O -2.613 2.728 -1.586
O -3.550 1.597 -3.251
C -2.337 1.223 -3.737
H -4.055 2.166 1.091
H -5.712 1.515 0.884
H -5.520 3.120 1.565
H -4.606 3.837 -0.723
H -6.202 3.260 -0.817
H -1.692 2.011 -4.053
H -2.577 0.626 -4.676
H -1.810 0.620 -2.958
C -0.523 2.053 3.409
C -1.244 0.837 2.965
O -1.983 0.496 4.160
C -2.278 -0.848 4.353
O -1.910 -1.789 3.672
O -2.996 -0.871 5.428
C -3.474 -2.109 5.880
H -1.145 2.806 3.836
H 0.069 2.420 2.639
H 0.062 1.719 4.306
H -0.513 0.035 2.753
H -1.802 0.876 2.086
H -3.934 -2.577 5.021
H -4.168 -1.969 6.705
H -2.711 -2.814 6.151
```

Properties
total energy = -93964.63244 eV
LUMO = 0.021 Ha
ΔE to the lowest compared entry with this formula, charge and spin = 2.432 eV
SMILES = CCOC(=O)OC.CCOC(=O)OC.CCOC(=O)OC.CCOC(=O)OC.CCOC(=O)OC.CCOC(C)=O.CCOC(C)=O.CCOC(C)=O.CCOC(C)=O.CCOC(C)=O
gap between HOMO and LUMO = 10.5 eV
largest force on an atom = 3.77 eV Å⁻¹



Computed, not measured: a 15-piece molecular cluster, C40H83F13IN3O15S overall in a non-equilibrium geometry, with ωB97M-V/def2-TZVPD.

Geometry as XYZ:
```
156
C40H83F13IN3O15S ωB97M-V/def2-TZVPD
C -3.740 -0.343 5.610
C -3.472 -0.143 4.431
C -3.092 0.569 3.108
C -4.099 0.649 1.932
I -6.041 -0.233 2.326
C -3.733 1.295 0.630
C -4.807 1.342 -0.550
C -5.258 -0.102 -1.039
C -4.968 -0.424 -2.551
F -5.325 0.760 -3.282
F -5.868 -1.406 -3.029
C -3.443 -0.732 -2.918
F -2.754 0.493 -2.819
F -3.388 -1.105 -4.275
C -2.741 -1.816 -1.944
F -3.768 -2.722 -1.632
F -2.355 -1.063 -0.821
C -1.530 -2.529 -2.673
F -2.079 -3.475 -3.549
F -0.764 -1.661 -3.462
S -0.319 -3.452 -1.573
F 0.830 -3.350 -2.768
F 0.304 -2.090 -0.917
F -1.406 -3.691 -0.365
F -0.806 -4.910 -2.223
F 0.774 -4.316 -0.683
C -2.350 1.948 0.424
N -2.116 2.522 -0.838
C -0.862 3.090 -0.830
C -0.430 3.834 -2.148
C -1.194 3.642 -3.293
C 0.135 3.092 0.318
O 1.349 3.753 0.154
C 2.481 2.900 0.461
C 3.035 2.018 -0.740
C 2.186 0.673 -0.871
C 3.215 2.821 -2.115
C 3.207 1.897 -3.422
C 1.789 2.063 -4.120
C 4.291 2.502 -4.454
N -0.133 2.501 1.525
C -1.405 1.904 1.579
C -1.772 1.202 2.891
C -0.674 1.169 4.049
N 0.481 0.365 3.504
H -3.868 -0.436 6.721
H -5.728 1.824 -0.074
H -4.482 2.049 -1.363
H -4.832 -0.885 -0.330
H -6.388 -0.183 -0.905
H 0.449 4.531 -2.194
H -1.855 2.741 -3.452
H -1.215 4.421 -4.120
H 3.330 3.606 0.752
H 2.330 2.219 1.346
H 4.088 1.701 -0.435
H 1.808 0.330 0.147
H 2.907 -0.144 -1.209
H 1.360 0.705 -1.639
H 4.262 3.281 -2.062
H 2.512 3.711 -2.209
H 3.515 0.829 -3.232
H 1.532 3.171 -4.195
H 1.789 1.555 -5.132
H 0.937 1.593 -3.529
H 4.079 2.040 -5.474
H 5.297 2.089 -4.119
H 4.264 3.629 -4.460
H -0.355 2.228 4.334
H -1.045 0.598 4.959
H 1.192 1.002 3.110
H 0.961 -0.021 4.337
C -3.736 4.527 2.756
O -4.914 3.896 2.273
H -3.962 5.571 2.974
H -3.400 4.030 3.671
H -2.953 4.478 1.994
H -4.687 2.975 2.087
C -4.303 0.277 -7.649
O -4.757 0.930 -6.473
H -4.666 0.826 -8.517
H -3.209 0.260 -7.665
H -4.691 -0.745 -7.680
H -4.426 0.428 -5.720
C -0.929 -3.082 -6.858
O 0.371 -3.617 -6.646
H -1.237 -3.303 -7.880
H -1.634 -3.541 -6.161
H -0.910 -1.999 -6.713
H 0.621 -3.410 -5.738
C 6.527 2.731 1.828
O 6.166 2.783 0.453
H 5.639 2.496 2.415
H 7.279 1.954 1.985
H 6.921 3.700 2.144
H 6.965 2.993 -0.045
C 1.976 4.744 3.984
O 2.473 3.438 3.734
H 2.778 5.350 4.404
H 1.635 5.196 3.048
H 1.148 4.696 4.696
H 1.744 2.923 3.362
C -3.976 -6.135 0.911
O -3.968 -5.290 -0.230
H -4.879 -6.744 0.889
H -3.100 -6.788 0.896
H -3.973 -5.529 1.821
H -3.161 -4.762 -0.189
C -4.925 8.664 2.424
O -3.626 8.122 2.623
H -5.249 8.434 1.409
H -5.624 8.218 3.136
H -4.897 9.748 2.557
H -3.362 8.337 3.525
C 3.535 -1.729 3.059
O 3.112 -1.073 4.247
H 3.168 -1.173 2.196
H 4.626 -1.765 3.030
H 3.127 -2.743 3.036
H 3.450 -1.587 4.991
C 1.868 -4.129 5.615
O 3.280 -4.278 5.715
H 1.585 -3.162 6.031
H 1.569 -4.173 4.564
H 1.374 -4.921 6.176
H 3.502 -5.138 5.341
C -2.177 -5.557 6.046
O -0.767 -5.710 6.148
H -2.455 -4.589 6.462
H -2.479 -5.598 4.996
H -2.678 -6.349 6.608
H -0.547 -6.572 5.773
C 3.516 -5.998 -2.461
O 2.891 -5.960 -1.186
H 4.510 -6.430 -2.352
H 2.926 -6.617 -3.142
H 3.604 -4.983 -2.858
H 2.014 -5.575 -1.308
C 7.505 -6.200 -2.042
O 8.912 -6.312 -1.878
H 7.186 -5.231 -1.659
H 7.249 -6.271 -3.103
H 7.003 -6.993 -1.483
H 9.173 -7.174 -2.223
C -5.685 6.894 -1.252
O -4.387 6.355 -1.048
H -6.006 6.662 -2.267
H -6.385 6.448 -0.540
H -5.659 7.980 -1.120
H -4.125 6.572 -0.144
C 7.048 -3.876 2.896
O 6.250 -2.936 2.189
H 7.012 -3.636 3.958
H 6.656 -4.885 2.741
H 8.082 -3.822 2.548
H 6.297 -3.169 1.254
```

Properties
total energy = -132255.62252 eV
LUMO = -0.056 Ha
gap between HOMO and LUMO = 7.0 eV
largest force on an atom = 5.14 eV Å⁻¹